A structure of composition C19H17LuO4P, computed with ωB97M-V/def2-TZVPD.

Geometry as XYZ:
```
42
Properties=species:S:1:pos:R:3:forces:R:3
Lu 1.100267 1.544142 -1.027308 -1.843 1.179 1.177
C 2.016233 -0.513211 -0.338798 2.601 -5.877 2.037
O 2.570735 -1.480689 -0.015146 -2.618 4.488 -1.424
C 3.016714 0.761752 -2.157286 5.550 -2.541 -2.881
O 3.948711 0.207148 -2.561965 -4.347 2.698 1.791
C 2.788271 1.734725 0.633296 4.695 0.321 4.210
O 3.651975 1.699777 1.396891 -3.759 0.189 -3.279
C 0.169060 0.438007 -2.852430 -1.955 -3.384 -5.823
O -0.182016 -0.143859 -3.790202 1.489 2.814 4.459
C 0.622621 5.638201 -2.620366 0.019 -0.445 0.190
H -0.382803 5.416090 -3.002310 0.437 0.191 0.109
H 0.688639 6.069837 -1.612660 -0.017 -0.086 -0.480
C 1.718559 5.466504 -3.384476 0.021 -0.294 0.125
H 2.718098 5.748835 -3.027595 -0.472 -0.066 -0.167
H 1.648113 5.096429 -4.416063 0.003 0.225 0.452
C -2.492401 0.484819 0.601530 -0.326 1.143 -0.741
P -0.846900 -0.150971 0.170151 -1.477 -1.598 1.759
C -0.232970 -0.306542 1.900985 1.012 0.247 -0.725
C -0.015572 -1.527836 2.540585 0.136 -0.146 0.091
C 0.471422 -1.541256 3.853531 -0.085 -0.064 -0.019
C 0.777351 -0.340892 4.508897 -0.031 0.048 0.072
C 0.601416 0.876900 3.843499 0.207 0.469 0.494
C 0.100096 0.899087 2.547396 0.466 -0.168 -0.073
C -1.266643 -1.846823 -0.389337 0.603 -0.056 -0.886
C -2.403940 -2.554417 0.054576 -0.123 0.332 0.131
C -2.735535 -3.785967 -0.513135 -0.134 0.063 0.211
C -1.945737 -4.331195 -1.520544 0.071 -0.237 -0.218
C -0.817780 -3.648962 -1.967041 0.419 0.188 -0.096
C -0.472629 -2.419759 -1.401728 -0.495 -0.297 0.137
H -2.412278 1.515433 0.948337 -0.092 0.041 0.067
H -2.957312 -0.092784 1.398735 0.325 -0.181 0.003
H -3.143145 0.470672 -0.273221 -0.047 0.028 -0.014
H -0.217600 -2.467714 2.023576 -0.018 0.251 0.179
H 0.610829 -2.496896 4.373830 -0.063 0.434 -0.273
H 1.155685 -0.356003 5.543463 -0.226 0.017 -0.641
H 0.847185 1.823787 4.352155 -0.150 -0.597 -0.279
H -0.014450 1.857009 2.030976 -0.293 0.031 0.174
H -3.060113 -2.154006 0.832854 0.287 -0.130 -0.301
H -3.634760 -4.321616 -0.177778 0.500 0.336 -0.085
H -2.204930 -5.298052 -1.970594 0.074 0.489 0.224
H -0.199284 -4.063547 -2.768002 -0.240 0.081 0.323
H 0.416818 -1.906155 -1.767277 -0.102 -0.137 -0.009
```
Positions in Å, forces in eV/Å.

Output
Charge: +3
Kohn-Sham gap (eV): 4.570
HOMO (eV): -18.000
Molar mass (g mol⁻¹): 515.3
Energy relative to the best compared isomer or geometry (same formula, charge and spin) (kJ/mol): 0.00

Here are the natural (NBO) charges for atoms 1 to 5, given in e:
1. Lu 1.69
2. C 0.40
3. O -0.31
4. C 0.42
5. O -0.23